Entry 1:
Formula: H3O3PS
Source: the Open Molecules 2025 dataset
Level of theory: ωB97M-V with the def2-TZVPD basis set

Bonds (Å) are listed after each position.
Element x y z (Å)
1 O 1.189 0.221 1.810  P4 1.509
2 O 0.667 0.670 -2.381  H7 1.005, H8 0.995
3 O -1.490 -0.143 1.244  S5 1.606, H6 0.917
4 P 1.127 -1.285 1.749  O1 1.509, S5 2.126
5 S -0.910 -1.641 1.259  O3 1.606, P4 2.126
6 H -0.852 0.507 1.145  O3 0.917
7 H 0.117 0.977 -1.596  O2 1.005
8 H 0.151 0.695 -3.231  O2 0.995

Properties
Kohn-Sham gap, eV: 8.81
2S+1: 1
E_HOMO, eV: -9.7
Max |F|, eV/A: 3.4
E_tot, Ha: -967.04398
Structure (SMILES): O=PSO.O
Energy above the lowest of the compared OMol25 structures with the same formula, charge and spin, kJ/mol: 341.9

Entry 2:
Formula: C44H123N11O12
Source: the Open Molecules 2025 dataset
Level of theory: ωB97M-V with the def2-TZVPD basis set

Bonds (Å) are listed after each position.
Element x y z (Å)
1 C -23.892 -3.971 6.275  C2 1.526, H7 1.096, H8 1.084, H9 1.122
2 C -25.408 -3.846 6.149  C1 1.526, C3 1.558, N6 1.424, H10 1.119
3 C -26.128 -4.681 5.048  C2 1.558, O4 1.400, H11 1.083, H12 1.060
4 O -25.431 -4.430 3.859  C3 1.400, C5 1.378
5 C -25.742 -5.328 2.862  O4 1.378, H13 1.117, H14 1.080, H15 1.039
6 N -26.053 -4.132 7.385  C2 1.424, H16 1.016, H17 1.006
7 H -23.412 -3.810 5.304  C1 1.096
8 H -23.781 -4.966 6.691  C1 1.084
9 H -23.380 -3.294 7.010  C1 1.122
10 H -25.721 -2.794 5.937  C2 1.119
11 H -27.162 -4.359 5.038  C3 1.083
12 H -26.083 -5.703 5.323  C3 1.060
13 H -25.268 -4.973 1.914  C5 1.117
14 H -26.792 -5.432 2.633  C5 1.080
15 H -25.202 -6.210 2.967  C5 1.039
16 H -25.658 -4.914 7.900  N6 1.016
17 H -25.989 -3.438 8.110  N6 1.006
18 C -28.788 -9.190 -6.167  C19 1.498, H24 1.100, H25 1.068, H26 1.074
19 C -27.998 -8.190 -6.955  C18 1.498, C20 1.493, N23 1.512, H27 1.085
20 C -27.269 -7.291 -6.013  C19 1.493, O21 1.398, H28 1.118, H29 1.115
21 O -27.805 -6.882 -4.788  C20 1.398, C22 1.381
22 C -28.755 -5.885 -4.904  O21 1.381, H30 1.105, H31 1.117, H32 1.079
23 N -27.085 -8.874 -7.947  C19 1.512, H33 0.998, H34 1.018
24 H -28.107 -9.943 -5.743  C18 1.100
25 H -29.455 -9.619 -6.883  C18 1.068
26 H -29.323 -8.601 -5.447  C18 1.074
27 H -28.709 -7.595 -7.517  C19 1.085
28 H -26.893 -6.442 -6.636  C20 1.118
29 H -26.369 -7.868 -5.694  C20 1.115
30 H -29.624 -6.199 -5.510  C22 1.105
31 H -28.334 -4.960 -5.369  C22 1.117
32 H -29.091 -5.641 -3.909  C22 1.079
33 H -26.651 -9.639 -7.476  N23 0.998
34 H -26.462 -8.257 -8.464  N23 1.018
35 C -24.432 -9.249 3.406  C36 1.534, H41 1.089, H42 1.104, H43 1.074
36 C -25.575 -10.268 3.495  C35 1.534, C37 1.527, N40 1.467, H44 1.116
37 C -25.715 -11.187 2.284  C36 1.527, O38 1.402, H45 1.120, H46 1.105
38 O -24.428 -11.671 2.005  C37 1.402, C39 1.383
39 C -24.435 -12.940 1.455  O38 1.383, H47 1.092, H48 1.064, H49 1.078
40 N -25.484 -10.995 4.766  C36 1.467, H50 1.016, H51 0.997
41 H -24.602 -8.577 2.566  C35 1.089
42 H -23.453 -9.749 3.303  C35 1.104
43 H -24.282 -8.699 4.317  C35 1.074
44 H -26.459 -9.593 3.593  C36 1.116
45 H -26.090 -10.622 1.393  C37 1.120
46 H -26.436 -12.006 2.460  C37 1.105
47 H -25.145 -13.040 0.632  C39 1.092
48 H -24.780 -13.664 2.154  C39 1.064
49 H -23.469 -13.197 1.053  C39 1.078
50 H -24.704 -11.633 4.639  N40 1.016
51 H -26.314 -11.524 4.927  N40 0.997
52 C -28.126 -10.547 -2.815  C53 1.471, H58 1.107, H59 1.090, H60 1.097
53 C -27.995 -10.497 -1.350  C52 1.471, C54 1.558, N57 1.457, H61 1.059
54 C -29.337 -9.968 -0.761  C53 1.558, O55 1.388, H62 1.129, H63 1.098
55 O -29.218 -9.821 0.615  C54 1.388, C56 1.440
56 C -30.402 -9.379 1.306  O55 1.440, H64 1.084, H65 1.138, H66 1.112
57 N -27.632 -11.806 -0.822  C53 1.457, H67 1.045, H68 0.985
58 H -28.430 -9.544 -3.173  C52 1.107
59 H -28.827 -11.330 -3.103  C52 1.090
60 H -27.170 -10.820 -3.279  C52 1.097
61 H -27.218 -9.811 -1.133  C53 1.059
62 H -30.201 -10.665 -0.967  C54 1.129
63 H -29.639 -9.018 -1.224  C54 1.098
64 H -30.275 -9.523 2.373  C56 1.084
65 H -31.342 -9.968 1.054  C56 1.138
66 H -30.520 -8.291 1.114  C56 1.112
67 H -28.279 -12.493 -1.269  N57 1.045
68 H -27.787 -11.948 0.140  N57 0.985
69 C -28.208 -2.639 -0.223  C70 1.507, H75 1.077, H76 1.066, H77 1.098
70 C -28.477 -3.115 -1.627  C69 1.507, C71 1.563, N74 1.437, H78 1.094
71 C -27.375 -2.837 -2.700  C70 1.563, O72 1.449, H79 1.164, H80 1.090
72 O -26.371 -3.861 -2.500  C71 1.449, C73 1.406
73 C -25.500 -4.186 -3.555  O72 1.406, H81 1.066, H82 1.096, H83 1.104
74 N -28.915 -4.481 -1.714  C70 1.437, H84 1.015, H85 1.032
75 H -27.791 -1.646 -0.242  C69 1.077
76 H -27.469 -3.214 0.285  C69 1.066
77 H -29.100 -2.543 0.411  C69 1.098
78 H -29.268 -2.504 -2.071  C70 1.094
79 H -26.849 -1.799 -2.672  C71 1.164
80 H -27.913 -2.971 -3.639  C71 1.090
81 H -24.873 -5.012 -3.310  C73 1.066
82 H -24.841 -3.362 -3.853  C73 1.096
83 H -26.048 -4.424 -4.484  C73 1.104
84 H -29.755 -4.513 -1.145  N74 1.015
85 H -28.271 -5.128 -1.230  N74 1.032
86 C -19.668 -7.445 -3.554  C87 1.566, H92 1.080, H93 1.133, H94 1.090
87 C -19.527 -7.494 -1.994  C86 1.566, C88 1.532, N91 1.444, H95 1.133
88 C -18.263 -6.750 -1.553  C87 1.532, O89 1.437, H96 1.104, H97 1.085
89 O -17.098 -7.382 -2.109  C88 1.437, C90 1.424
90 C -15.876 -6.691 -1.865  O89 1.424, H98 1.086, H99 1.075, H100 1.110
91 N -20.683 -6.927 -1.341  C87 1.444, H101 1.029, H102 1.044
92 H -20.609 -7.904 -3.817  C86 1.080
93 H -18.924 -8.029 -4.178  C86 1.133
94 H -19.654 -6.430 -3.951  C86 1.090
95 H -19.555 -8.597 -1.737  C87 1.133
96 H -18.136 -6.611 -0.466  C88 1.104
97 H -18.364 -5.792 -2.052  C88 1.085
98 H -16.011 -5.750 -2.391  C90 1.086
99 H -15.092 -7.212 -2.384  C90 1.075
100 H -15.643 -6.571 -0.786  C90 1.110
101 H -21.492 -7.564 -1.347  N91 1.029
102 H -20.974 -6.128 -1.947  N91 1.044
103 C -17.860 -12.529 0.155  C104 1.505, H109 1.132, H110 1.096, H111 1.096
104 C -17.953 -11.068 -0.193  C103 1.505, C105 1.508, N108 1.518, H112 1.060
105 C -18.699 -10.188 0.778  C104 1.508, O106 1.377, H113 1.079, H114 1.129
106 O -20.049 -10.455 0.735  C105 1.377, C107 1.451
107 C -20.901 -9.503 1.423  O106 1.451, H115 1.086, H116 1.128, H117 1.089
108 N -16.647 -10.323 -0.402  C104 1.518, H118 1.025, H119 1.002
109 H -18.780 -13.029 -0.276  C103 1.132
110 H -17.837 -12.745 1.230  C103 1.096
111 H -16.923 -12.953 -0.224  C103 1.096
112 H -18.495 -10.951 -1.097  C104 1.060
113 H -18.518 -9.152 0.538  C105 1.079
114 H -18.337 -10.339 1.837  C105 1.129
115 H -20.776 -9.631 2.494  C107 1.086
116 H -21.966 -9.808 1.213  C107 1.128
117 H -20.729 -8.483 1.081  C107 1.089
118 H -16.890 -9.370 -0.690  N108 1.025
119 H -16.098 -10.703 -1.149  N108 1.002
120 C -19.920 -11.661 -4.414  C121 1.574, H126 1.079, H127 1.089, H128 1.085
121 C -19.673 -12.453 -3.076  C120 1.574, C122 1.521, N125 1.435, H129 1.096
122 C -20.713 -13.551 -2.907  C121 1.521, O123 1.456, H130 1.177, H131 1.125
123 O -22.045 -12.967 -2.844  C122 1.456, C124 1.452
124 C -23.065 -13.923 -2.450  O123 1.452, H132 1.092, H133 1.051, H134 1.109
125 N -18.316 -12.919 -3.099  C121 1.435, H135 1.028, H136 1.007
126 H -19.173 -10.886 -4.490  C120 1.079
127 H -20.868 -11.165 -4.211  C120 1.089
128 H -20.006 -12.349 -5.249  C120 1.085
129 H -19.800 -11.749 -2.247  C121 1.096
130 H -20.500 -14.084 -1.880  C122 1.177
131 H -20.601 -14.361 -3.679  C122 1.125
132 H -22.884 -14.253 -1.426  C124 1.092
133 H -23.094 -14.704 -3.152  C124 1.051
134 H -24.063 -13.444 -2.500  C124 1.109
135 H -18.068 -13.643 -2.413  N125 1.028
136 H -18.138 -13.498 -3.903  N125 1.007
137 C -24.671 -6.497 -0.558  C138 1.497, H143 1.069, H144 1.097, H145 1.082
138 C -24.916 -7.379 -1.743  C137 1.497, C139 1.537, N142 1.459, H146 1.104
139 C -24.594 -8.863 -1.503  C138 1.537, O140 1.421, H147 1.073, H148 1.090
140 O -23.177 -8.975 -1.524  C139 1.421, C141 1.430
141 C -22.715 -10.305 -1.276  O140 1.430, H149 1.085, H150 1.149, H151 1.042
142 N -26.295 -7.325 -2.216  C138 1.459, H152 1.036, H153 1.020
143 H -23.618 -6.392 -0.406  C137 1.069
144 H -25.130 -6.950 0.330  C137 1.097
145 H -25.161 -5.540 -0.671  C137 1.082
146 H -24.161 -7.072 -2.489  C138 1.104
147 H -25.046 -9.437 -2.288  C139 1.073
148 H -24.987 -9.391 -0.634  C139 1.090
149 H -22.914 -10.913 -2.152  C141 1.085
150 H -23.201 -10.742 -0.331  C141 1.149
151 H -21.707 -10.341 -1.011  C141 1.042
152 H -26.442 -7.905 -3.061  N142 1.036
153 H -26.470 -6.363 -2.503  N142 1.020
154 C -23.500 -12.270 -7.765  C155 1.524, H160 1.112, H161 1.027, H162 1.102
155 C -23.326 -12.176 -6.254  C154 1.524, C156 1.542, N159 1.475, H163 1.104
156 C -24.652 -11.791 -5.568  C155 1.542, O157 1.424, H164 1.067, H165 1.115
157 O -24.994 -10.424 -5.768  C156 1.424, C158 1.419
158 C -24.103 -9.493 -5.175  O157 1.419, H166 1.110, H167 1.121, H168 1.080
159 N -23.001 -13.500 -5.691  C155 1.475, H169 1.057, H170 1.000
160 H -24.179 -13.092 -8.082  C154 1.112
161 H -22.641 -12.426 -8.306  C154 1.027
162 H -24.047 -11.377 -8.108  C154 1.102
163 H -22.580 -11.423 -5.944  C155 1.104
164 H -24.559 -12.021 -4.530  C156 1.067
165 H -25.568 -12.357 -5.860  C156 1.115
166 H -24.628 -8.538 -4.966  C158 1.110
167 H -23.286 -9.272 -5.911  C158 1.121
168 H -23.635 -9.844 -4.268  C158 1.080
169 H -22.546 -13.470 -4.738  N159 1.057
170 H -22.347 -13.913 -6.325  N159 1.000
171 C -23.543 -2.682 -0.552  C172 1.531, H177 1.129, H178 1.109, H179 1.088
172 C -22.331 -3.612 -0.652  C171 1.531, C173 1.545, N176 1.409, H180 1.089
173 C -21.663 -3.555 -2.044  C172 1.545, O174 1.461, H181 1.093, H182 1.070
174 O -22.341 -4.437 -2.990  C173 1.461, C175 1.396
175 C -21.829 -4.299 -4.281  O174 1.396, H183 1.073, H184 1.099, H185 1.077
176 N -21.345 -3.239 0.284  C172 1.409, H186 1.010, H187 1.016
177 H -24.202 -3.096 0.265  C171 1.129
178 H -24.091 -2.648 -1.516  C171 1.109
179 H -23.288 -1.650 -0.321  C171 1.088
180 H -22.677 -4.645 -0.656  C172 1.089
181 H -20.621 -3.864 -1.929  C173 1.093
182 H -21.712 -2.565 -2.447  C173 1.070
183 H -20.825 -4.593 -4.519  C175 1.073
184 H -21.923 -3.243 -4.567  C175 1.099
185 H -22.549 -4.851 -4.862  C175 1.077
186 H -21.615 -2.715 1.104  N176 1.010
187 H -20.690 -3.977 0.525  N176 1.016
188 O -27.805 -7.269 0.232  H189 0.999, H190 0.978
189 H -27.477 -7.474 -0.689  O188 0.999
190 H -28.312 -8.084 0.417  O188 0.978

Properties
Kohn-Sham gap, eV: 9.48
2S+1: 1
E_HOMO, eV: -8.8
Max |F|, eV/A: 3.3
E_tot, Ha: -3255.12215
Structure (SMILES): COC[C@H](C)N.COC[C@H](C)N.COC[C@H](C)N.COC[C@H](C)N.COC[C@H](C)N.COC[C@H](C)N.COC[C@H](C)N.COC[C@H](C)N.COC[C@H](C)N.COC[C@H](C)N.COC[C@H](C)N.O
Energy above the lowest of the compared OMol25 structures with the same formula, charge and spin, kJ/mol: 210.1

What did the first record say?
Formula: H3O3PS
Source: the Open Molecules 2025 dataset
Level of theory: ωB97M-V with the def2-TZVPD basis set

Bonds (Å) are listed after each position.
Element x y z (Å)
1 O 1.189 0.221 1.810  P4 1.509
2 O 0.667 0.670 -2.381  H7 1.005, H8 0.995
3 O -1.490 -0.143 1.244  S5 1.606, H6 0.917
4 P 1.127 -1.285 1.749  O1 1.509, S5 2.126
5 S -0.910 -1.641 1.259  O3 1.606, P4 2.126
6 H -0.852 0.507 1.145  O3 0.917
7 H 0.117 0.977 -1.596  O2 1.005
8 H 0.151 0.695 -3.231  O2 0.995

Properties
Kohn-Sham gap, eV: 8.81
2S+1: 1
E_HOMO, eV: -9.7
Max |F|, eV/A: 3.4
E_tot, Ha: -967.04398
Structure (SMILES): O=PSO.O
Energy above the lowest of the compared OMol25 structures with the same formula, charge and spin, kJ/mol: 341.9

- Among the records above, which one has the lowest energy above the lowest of the compared OMol25 structures with the same formula, charge and spin?
  C44H123N11O12

- Which value of E_HOMO does entry 1 give?
  -9.7 eV

- The lowest energy above the lowest of the compared OMol25 structures with the same formula, charge and spin belongs to which entry?
  C44H123N11O12